21
Properties=species:S:1:pos:R:3:forces:R:3 method="wB97M-V/def2-TZVPD" e_above_lowest_kj_mol=280.8 max_force_ha_per_bohr=0.1175 energy_ha=-2268.750202 e_lumo_ha="-0.0239 / -0.0160" total_charge=0
C -0.5591 2.4132 -1.1408 -1.38 0.46 -2.02
C -0.7847 1.7512 -0.1612 1.22 -0.34 1.45
C 1.3489 0.1653 1.2272 0.89 0.27 1.36
C 2.1230 0.4854 0.2003 -0.48 -0.15 -2.12
C -2.9222 -1.0665 -1.3118 -3.72 3.06 -3.65
C -2.1505 -1.4419 0.7698 4.34 -1.61 1.94
O -2.0114 -1.6711 -0.5712 1.50 -1.10 2.50
Si -0.3082 0.8149 1.3461 -4.29 -0.33 0.62
Si 3.8692 -0.0677 0.0306 -0.23 0.90 -0.37
Cl 4.7541 0.0914 1.8083 0.43 -0.09 1.05
Cl 4.2235 -1.8598 -0.7561 -0.20 -1.25 -0.18
Cl 4.8636 1.1325 -1.2537 0.16 0.72 -0.37
H -0.8026 2.8164 -2.1242 0.69 0.02 0.71
H 1.7260 -0.2891 2.1596 0.15 -0.04 -0.63
H 1.6059 0.9801 -0.6971 0.99 -0.57 1.30
H -4.0318 -1.4288 -1.1642 2.07 0.22 -0.54
H -2.5809 -0.9651 -2.3863 -0.59 -1.44 0.81
H -2.9923 0.0434 -1.2236 0.10 -0.32 1.21
H -1.5790 -2.2888 1.3893 -1.13 2.03 -1.55
H -3.0955 -1.2763 1.2189 -1.12 0.60 -0.19
H -0.6961 1.6610 2.6400 0.62 -1.02 -1.33


19
Properties=species:S:1:pos:R:3:forces:R:3 method="wB97M-V/def2-TZVPD" e_above_lowest_kj_mol=0.0 max_force_ha_per_bohr=0.0632 energy_ha=-944.618971 e_lumo_ha=0.1276 total_charge=-1
C -0.0425 0.7257 -1.4452 -2.45 -0.33 -0.73
C 0.3414 0.2539 -0.0683 1.23 -0.07 -0.25
C 0.9661 -1.1533 -0.2451 -2.42 -0.54 1.53
C 1.3704 1.2174 0.6968 -0.74 -0.20 -1.12
C -0.8935 0.0271 0.7339 -2.39 -2.00 0.93
F -0.5618 -0.1293 2.0503 0.49 0.20 0.76
Cl -1.9947 1.4088 0.6603 -0.54 1.13 0.18
C -1.9932 -1.3198 0.4887 1.05 0.12 -1.19
O -2.0505 -1.6989 -0.7061 -0.05 0.44 0.73
O -2.5394 -1.7239 1.5093 0.34 0.52 -0.23
H -0.4682 1.7354 -1.4412 0.28 -0.05 0.08
H 0.7959 0.7113 -2.1126 0.50 -0.17 -0.51
H -0.9252 0.0514 -1.8232 1.85 1.00 0.50
H 1.1467 -1.5248 0.8144 0.11 -0.06 -1.48
H 0.1653 -1.7792 -0.7837 1.38 0.67 0.95
H 1.8358 -1.0696 -0.8306 1.34 -0.10 -0.57
H 2.3786 0.8567 0.4238 -0.29 0.04 0.59
H 1.1207 1.1382 1.7786 0.72 0.36 -0.80
H 1.3482 2.2729 0.2996 -0.41 -0.95 0.65


18
Properties=species:S:1:pos:R:3:forces:R:3 method="wB97M-V/def2-TZVPD" e_above_lowest_kj_mol=106.9 max_force_ha_per_bohr=0.0829 energy_ha=-823.883675 e_lumo_ha=-0.1518 total_charge=+1
C 0.5577 -1.0913 -1.2058 -3.65 2.11 -0.63
C 1.1956 -1.0025 0.0996 -1.05 2.99 0.02
O 1.8517 -1.9647 0.5856 1.61 -3.42 1.15
N 1.1637 0.0696 0.9351 1.42 -2.60 0.48
C 0.7733 1.4242 0.6905 -1.63 1.52 -1.05
C -0.3926 1.9334 0.1374 2.88 0.06 1.23
C -1.5289 1.1075 -0.2158 -1.43 3.20 -1.61
C -1.9941 0.0686 0.4430 -0.97 -1.19 0.65
Cl -3.5030 -0.6908 0.0534 0.20 0.17 -0.16
H 0.8320 -1.9014 -1.7941 0.87 -1.70 -0.66
H 0.5960 -0.2016 -1.8910 0.43 -0.37 1.12
H -0.6281 -1.1599 -1.0979 2.38 -0.02 0.20
H 1.9163 -2.8997 0.2011 -0.56 2.12 0.10
H 1.7722 -0.1960 1.8227 -1.72 1.29 -2.17
H 1.5458 2.1219 0.9531 0.28 0.07 0.22
H -0.4321 3.1106 -0.0473 0.11 -2.93 0.45
H -2.1410 1.7192 -0.9932 0.57 -1.95 1.17
H -1.5843 -0.4472 1.3236 0.27 0.66 -0.51


16
Properties=species:S:1:pos:R:3:forces:R:3 method="wB97M-V/def2-TZVPD" e_above_lowest_kj_mol=75.9 max_force_ha_per_bohr=0.0609 energy_ha=-333.827446 e_lumo_ha=0.0393 total_charge=0
C -1.0432 2.1272 0.1174 -0.16 0.18 -0.02
C 0.1381 1.6282 0.3979 1.53 -2.31 -1.46
C 0.8824 0.4406 -0.4819 -1.73 2.10 1.25
F 2.2310 0.6033 -0.3172 0.44 -0.01 0.15
C 0.4074 -0.9101 -0.0378 0.11 0.04 -0.13
C 1.1896 -1.7364 0.6373 0.06 -0.01 0.01
C -1.0095 -1.2371 -0.4064 0.04 0.04 0.17
H -1.4940 2.8753 0.7489 -0.07 0.12 0.11
H -1.6077 1.8217 -0.7478 -0.09 -0.08 -0.20
H 0.7239 1.9078 1.2581 0.07 0.11 0.21
H 0.6587 0.6189 -1.5385 -0.07 -0.10 0.05
H 2.1976 -1.4769 0.9049 0.22 0.13 0.01
H 0.8435 -2.7096 0.9428 -0.14 -0.17 0.02
H -1.6895 -0.8576 0.3568 -0.09 0.06 -0.06
H -1.2822 -0.7830 -1.3568 -0.08 0.00 -0.10
H -1.1460 -2.3119 -0.4777 -0.04 -0.09 -0.01


16
Properties=species:S:1:pos:R:3:forces:R:3 method="wB97M-V/def2-TZVPD" multiplicity=3 e_above_lowest_kj_mol=357.3 max_force_ha_per_bohr=0.2157 s_squared=2.01 energy_ha=-333.536836 e_lumo_ha="0.0407 / -0.0719" total_charge=0
C 1.6497 -0.7729 1.1283 -2.46 -9.48 5.11
C 2.2753 -0.8243 -0.3420 -1.48 1.57 2.11
C 1.9343 0.3113 0.5183 2.68 8.43 -6.69
C -1.3693 -0.1451 -1.6267 0.42 -0.15 -0.70
C -1.0252 1.0766 0.5348 -0.33 -2.76 1.34
C -0.7082 0.7094 -0.9121 -0.27 1.11 3.18
F 1.9851 1.6439 0.4941 0.04 -0.16 0.50
H 1.2742 -1.3478 1.9950 0.56 0.46 -1.07
H 1.5444 -0.9442 -1.1977 1.26 -0.43 0.81
H -2.1880 -0.6513 -1.2387 -1.29 -1.12 0.71
H 3.3313 -1.1234 -0.2343 -0.48 -0.41 -0.74
H -1.1007 -0.3226 -2.6288 0.11 -0.15 -1.18
H -0.5243 0.4870 1.4470 -0.58 1.00 -2.30
H -2.0760 0.8645 0.6908 -0.40 -0.06 0.16
H -0.9049 2.0996 0.7355 0.46 1.43 0.13
H -0.0179 1.3913 -1.2667 1.77 0.72 -1.37


20
Properties=species:S:1:pos:R:3:forces:R:3 method="wB97M-V/def2-TZVPD" multiplicity=3 e_above_lowest_kj_mol=0.0 max_force_ha_per_bohr=0.1862 s_squared=2.01 energy_ha=-961.736917 e_lumo_ha="0.0279 / -0.1111" total_charge=0
C -1.2700 0.8672 0.1035 -6.57 -5.89 -0.12
C 0.9745 1.3702 -0.0199 -4.19 -1.05 -1.65
C 0.7323 -0.1929 0.1978 -0.31 1.46 0.22
C 1.4737 1.7906 -1.4019 0.88 -1.35 1.66
C 1.5628 -0.7497 1.3542 -1.02 0.00 -1.92
C -3.7105 -0.3502 -0.7750 0.48 2.15 0.80
N -0.5389 1.8783 -0.0091 7.31 6.12 0.85
O -0.6720 -0.3638 0.2677 1.13 -0.66 1.07
F 1.6875 1.8801 1.0009 0.04 0.47 0.17
F 1.1025 -0.8406 -0.9529 0.37 -0.36 -0.28
S -2.9877 0.9907 0.2108 1.98 1.07 0.09
H 2.3561 1.1271 -1.6616 -0.68 1.36 0.12
H 1.6478 2.8477 -1.1537 0.28 -0.18 -1.26
H 0.6532 1.5509 -2.0794 0.27 0.53 -0.20
H 1.3679 -1.8126 1.2805 0.32 -0.31 0.56
H 1.2974 -0.3029 2.2955 0.02 0.05 0.29
H 2.5578 -0.4936 1.0089 0.46 -0.27 0.60
H -3.3727 -0.2749 -1.7634 0.07 0.23 -1.62
H -4.7272 -0.1432 -0.5522 -1.11 -0.69 -0.28
H -3.2349 -1.1315 -0.3147 0.28 -2.69 0.92


33
Properties=species:S:1:pos:R:3:forces:R:3 method="wB97M-V/def2-TZVPD" max_force_ha_per_bohr=0.0557 energy_ha=-2367.743477 e_lumo_ha=0.1386 total_charge=-2
C 2.5785 -1.5347 0.2907 0.88 -0.90 -0.56
C 1.8096 -1.7268 -1.0444 -0.24 -0.21 0.17
F 2.0684 -3.0882 -1.4463 0.01 0.68 0.17
C 0.2626 -1.5923 -0.9481 0.72 -0.23 0.23
Si -0.3873 -0.1410 0.0833 -1.78 -1.12 -0.79
O -2.0910 -0.1735 -0.0754 2.34 0.10 1.65
N -2.3554 -0.0666 -1.4684 -0.77 0.91 -1.59
O -2.9813 0.9061 -1.7025 0.19 -0.68 0.15
P 0.2568 1.8682 -0.5838 -0.57 0.84 -0.14
P 1.9313 1.8236 -1.9769 1.38 0.71 -0.69
O 1.6577 1.0917 -3.2280 0.34 0.00 0.94
O 3.3462 1.3088 -1.2260 -1.29 0.70 -0.51
O 2.2519 3.4240 -2.4032 -0.39 -1.33 1.33
N 0.0188 -0.4215 1.8252 1.07 -0.77 0.08
C -0.1148 0.7514 2.6252 0.54 -1.24 0.13
O -1.0601 1.4112 2.6585 -1.49 1.79 0.15
F 0.9730 1.0881 3.3996 -0.09 -0.89 -0.73
C -0.6470 -1.5424 2.3990 0.38 0.45 -0.29
O -1.5958 -1.4621 3.0697 -0.91 -0.34 1.25
F -0.1199 -2.7715 2.1043 0.25 1.08 -0.41
H 2.6042 -0.4928 0.6671 -0.40 -0.70 -0.16
H 3.6459 -1.8155 0.0826 -0.81 0.30 0.10
H 2.2282 -2.2754 1.0486 -0.02 0.87 -0.43
H 2.2604 -1.1064 -1.8537 -0.53 -0.33 0.64
H -0.1183 -2.5249 -0.4511 0.26 0.76 -0.32
H -0.2178 -1.5443 -1.9515 0.39 0.06 0.68
H 0.7841 2.5159 0.5857 0.32 -0.32 -0.33
H 3.3240 1.5926 -0.2969 0.03 -0.15 -0.29
H 2.0213 3.9832 -1.6395 0.12 -0.03 -0.42
C -5.5625 0.6345 0.4057 -0.74 -0.27 -1.45
O -4.9691 0.7613 1.5081 0.18 0.06 0.49
O -6.0343 1.6157 -0.2790 0.15 1.21 0.37
O -5.7682 -0.4962 -0.1789 0.48 -1.01 0.56


17
Properties=species:S:1:pos:R:3:forces:R:3 method="wB97M-V/def2-TZVPD" e_above_lowest_kj_mol=37.3 max_force_ha_per_bohr=0.0278 energy_ha=-409.083316 e_lumo_ha=0.0347 total_charge=0
C -0.6682 -1.3455 1.4709 1.42 0.01 0.13
C -0.2234 -0.3969 0.3875 -0.17 -0.14 0.32
C -0.6315 1.0929 0.2655 0.09 -0.27 0.28
C 0.5249 1.0975 -0.7564 0.31 0.39 -0.42
C -0.0161 0.1022 -1.7904 -0.74 0.51 -0.19
C 1.2208 0.1165 0.2024 -0.27 0.48 0.69
H -1.7152 -1.5311 1.4154 -0.89 -0.07 -0.09
H -0.4293 -0.9228 2.4691 -0.07 -0.34 -0.57
H -0.1436 -2.3136 1.3227 -0.26 0.56 0.26
H -0.4219 1.6684 1.1649 0.01 0.04 -0.01
H -1.6387 1.2692 -0.0938 -0.09 0.07 -0.11
H 1.0079 2.0231 -1.0987 -0.19 -0.40 0.02
H 0.7504 -0.3316 -2.4232 0.11 -0.01 -0.14
H -0.8432 0.5309 -2.4127 0.68 -0.34 0.45
H 1.6338 0.6052 1.1119 -0.18 -0.36 -0.58
O -0.5416 -0.9139 -0.9116 0.00 0.00 -0.01
F 2.1347 -0.7503 -0.3234 0.26 -0.14 -0.04


17
Properties=species:S:1:pos:R:3:forces:R:3 method="wB97M-V/def2-TZVPD" e_above_lowest_kj_mol=463.4 max_force_ha_per_bohr=0.2020 energy_ha=-408.921052 e_lumo_ha=0.0032 total_charge=0
C 1.6949 -0.4484 0.0809 1.67 -1.63 1.05
C 0.2936 -0.5408 -0.5896 7.75 6.11 -3.25
C -0.5902 0.7355 -0.4935 1.11 -2.29 2.86
C -0.2207 1.6736 0.7178 -5.11 -0.92 1.21
C -1.7134 -0.3795 -0.3302 -1.83 4.31 1.04
C -0.6684 -1.4583 -0.3303 -2.16 -6.72 2.00
H 2.2002 0.6890 0.1249 -1.80 -3.22 0.21
H 1.4189 -1.0572 1.2981 1.95 2.07 -3.79
H 2.5033 -1.0755 -0.7818 -2.15 1.52 3.49
H 0.7219 -0.7128 -1.6256 -1.49 0.34 0.51
H -0.7634 1.1948 -1.3859 -0.15 1.66 -2.47
H 0.0311 1.0099 1.6087 -0.03 1.18 -1.13
H 0.3837 2.5580 0.6120 0.63 -0.20 -0.50
H -1.3328 2.1429 0.9907 2.76 -1.03 -0.36
H -0.4047 -2.3690 -0.9860 -1.86 0.68 1.36
O -2.8447 -0.1249 -0.0127 0.55 -1.85 -0.59
F -0.7096 -1.8373 1.1024 0.16 -0.02 -1.65


18
Properties=species:S:1:pos:R:3:forces:R:3 method="wB97M-V/def2-TZVPD" multiplicity=3 e_above_lowest_kj_mol=179.9 max_force_ha_per_bohr=0.1859 s_squared=2.02 energy_ha=-484.101642 e_lumo_ha="0.0323 / -0.0820" total_charge=0
C -1.7717 -2.1538 -0.8284 -3.03 -9.07 -0.16
C -1.4021 -0.8768 -1.0577 3.79 8.02 2.80
C 1.4852 1.2823 0.1193 -0.71 -0.55 -1.82
C 0.1815 1.9812 0.5572 -0.68 0.32 2.65
C 1.2756 -0.1873 -0.1492 -2.80 -0.08 2.63
C -0.7284 -0.1169 0.0212 -1.33 -1.39 -1.37
O -0.9268 1.2221 0.1480 -0.38 -1.53 -1.54
O 1.6138 -1.0396 0.9267 1.99 -0.33 -3.37
F -0.9405 -0.6869 1.2643 0.73 -0.21 0.27
H -2.3327 -2.7743 -1.6241 0.89 1.39 1.22
H -1.6502 -2.8208 0.0864 0.23 1.74 -1.15
H -1.5593 -0.1474 -1.8060 -0.60 -0.29 -1.45
H 1.9063 1.5514 -0.8504 -0.28 1.17 0.14
H 2.2944 1.1924 0.7768 1.06 1.01 1.52
H 0.0579 2.0361 1.7308 0.84 0.13 -2.06
H -0.1790 2.9342 0.1430 1.50 0.22 0.22
H 1.5604 -0.4166 -1.1739 0.13 -1.23 0.62
H 1.1155 -0.9794 1.7159 -1.34 0.69 0.85


19
Properties=species:S:1:pos:R:3:forces:R:3 method="wB97M-V/def2-TZVPD" e_above_lowest_kj_mol=489.4 max_force_ha_per_bohr=0.1444 energy_ha=-559.428089 e_lumo_ha=0.0274 total_charge=0
C 1.9070 -0.7935 2.2229 -1.27 -0.11 -2.29
C 1.3433 -1.0307 1.2108 1.96 1.02 1.41
C 0.7115 -1.3619 0.0696 -4.69 1.27 -5.61
O -0.1867 -2.3973 0.2867 1.84 -1.51 -3.18
C -0.3228 0.0736 -0.5564 2.20 -3.01 -1.54
F -1.0804 -0.3859 -1.6608 0.16 -0.45 0.68
C 0.7124 1.0761 -1.2465 -1.18 -0.10 3.91
O 1.9823 0.5439 -1.1800 -0.61 -1.08 -4.22
O -1.1559 0.3109 0.4644 -0.06 -0.11 0.41
C -2.3912 0.9786 0.1700 1.10 0.90 -0.28
H 2.3296 -0.7626 3.0990 2.11 0.45 4.16
H 1.2065 -1.4984 -0.9114 0.33 -0.44 1.24
H -0.7322 -2.2010 0.9806 -2.17 0.94 2.90
H 0.4600 1.4063 -2.2236 -0.28 -0.21 -0.87
H 0.6111 1.8880 -0.5515 0.26 1.24 0.10
H 2.4983 0.6944 -0.4519 1.33 0.99 3.05
H -2.0488 1.7994 -0.4890 -0.97 0.29 0.55
H -2.7388 1.2737 1.1732 -0.22 0.17 -0.81
H -3.1051 0.3863 -0.4060 0.16 -0.25 0.38


20
Properties=species:S:1:pos:R:3:forces:R:3 method="wB97M-V/def2-TZVPD" multiplicity=6 e_above_lowest_kj_mol=97.3 max_force_ha_per_bohr=0.0774 s_squared=8.76 energy_ha=-1798.511887 e_lumo_ha="0.0214 / -0.0095" total_charge=0
O -1.9908 -1.0488 -3.5714 -0.29 0.13 0.03
C -1.5826 -0.4256 -2.5525 0.10 -1.34 1.25
O -1.0258 0.7011 -2.6620 0.30 0.72 0.77
O -1.6835 -1.0378 -1.3836 -1.19 0.06 -0.56
C -0.8609 -0.6598 -0.2665 -3.12 2.27 0.98
Fe -1.2870 0.5444 -4.5983 0.05 0.42 -1.60
H -0.1299 0.0182 -0.7322 0.86 -1.36 0.87
H -0.9680 -1.6095 0.2818 1.86 0.49 -0.35
C -1.4689 0.4178 0.9877 -0.64 -3.27 -2.04
C -0.2688 0.4756 1.8286 2.82 0.65 -1.47
H -2.2937 -0.1203 1.4750 -0.38 0.68 -0.54
H -1.6783 1.3727 0.4871 -0.31 -0.22 0.66
H -0.0521 1.4730 2.2290 0.18 -0.08 -0.35
C 0.8159 -0.2942 1.4601 -0.33 0.74 2.45
C 2.2084 0.2675 1.4031 0.36 0.26 1.26
O 2.8694 -0.2233 0.2468 -0.34 -0.26 -0.16
H 0.7396 -1.3859 1.4936 0.02 0.37 -1.16
H 2.7553 -0.0268 2.3155 0.13 0.05 -0.18
H 2.1689 1.3700 1.3798 -0.11 -0.33 0.05
H 3.7329 0.1916 0.1783 0.00 0.03 0.09